Entry w
Molecular formula: C4H4ClNOS
Method: DFT, wB97M-V/def2-TZVPD

Cartesian coordinates (Å):
C -1.60 1.96 0.03
C 1.23 -0.12 -0.01
C 0.35 -1.11 -0.03
C -0.95 -0.43 0.04
H -2.57 1.46 -0.24
H -1.32 2.70 -0.77
H -1.71 2.39 1.09
H 0.53 -2.18 -0.02
N -0.70 0.89 -0.03
O 0.71 1.14 -0.05
S -2.49 -1.07 0.00
Cl 2.94 -0.25 0.02

Calculated values
- Structure (SMILES): Cn1oc(Cl)cc1=S
- HOMO-LUMO gap: 8.886 eV
- E_LUMO: 0.4675 eV



Entry x
Molecular formula: C4H4ClNOS
Method: DFT, wB97M-V/def2-TZVPD

Cartesian coordinates (Å):
C -1.37 -1.55 0.09
C -0.80 -2.03 -1.00
C 0.29 0.01 0.06
C 0.88 2.70 0.89
N -0.69 -0.41 0.69
O 2.01 -1.50 -1.26
S 0.70 -0.95 -1.55
Cl -0.24 3.11 2.07
H -2.23 -1.95 0.51
H -1.20 -2.74 -1.61
H 0.95 3.12 -0.07
H 1.69 2.20 1.19

Calculated values
- HOMO-LUMO gap (spin up / spin down): 8.296 / 6.664 eV
- E_LUMO (spin up / spin down): -0.4949 / -1.6517 eV



Stability, highest: entry w



Entry w
Molecular formula: C4H4ClNOS
Method: DFT, wB97M-V/def2-TZVPD

Cartesian coordinates (Å):
C 0.27 0.01 0.46
C 1.52 0.41 1.21
C 0.14 0.10 -0.97
C -0.97 -0.22 -1.80
H -0.71 -0.15 2.18
H -1.67 -0.44 0.73
H 1.36 0.27 2.30
H -0.80 -0.24 -2.87
N -0.76 -0.38 1.20
O 2.56 0.81 0.72
S -2.47 -0.77 -1.22
Cl 1.52 0.61 -1.94

Calculated values
- Structure (SMILES): N/C(C=O)=C(/Cl)C=S
- HOMO-LUMO gap: 6.975 eV
- E_LUMO: -1.6076 eV



Entry x
Molecular formula: C4H4ClNOS
Method: DFT, wB97M-V/def2-TZVPD

Cartesian coordinates (Å):
C 1.25 -0.31 -1.17
C 0.16 0.07 -0.22
C -2.02 0.55 -0.14
C -0.21 0.29 1.05
H 2.16 0.31 -0.95
H 1.09 -0.02 -2.18
H 1.44 -1.37 -0.97
H 1.85 -1.04 2.27
N -1.65 0.44 1.17
O -1.04 0.34 -1.09
S 0.67 -0.09 2.67
Cl -3.71 0.84 -0.42

Calculated values
- Structure (SMILES): Cc1oc(Cl)nc1S
- HOMO-LUMO gap: 9.274 eV
- E_LUMO: 0.3114 eV



Entry y
Molecular formula: C4H4ClNOS
Method: DFT, wB97M-V/def2-TZVPD

Cartesian coordinates (Å):
C 0.92 -0.01 -1.46
C 0.80 1.02 -0.38
C -0.32 -0.05 -0.08
C -0.02 -0.79 1.28
N 0.15 -1.01 -1.17
O -1.68 0.27 -0.24
S 0.79 1.48 -2.27
Cl -0.61 0.10 2.70
H 1.50 1.51 0.29
H 1.01 -1.11 1.30
H -0.59 -1.72 1.14
H -1.95 0.30 -1.11

Calculated values
- HOMO-LUMO gap: 8.433 eV
- E_LUMO: -0.6936 eV



Stability, highest: entry w



Entry w
Molecular formula: CH2ClNOS2
Method: DFT, wB97M-V/def2-TZVPD

Cartesian coordinates (Å):
C -0.31 -1.11 0.12
N 0.33 -0.07 -0.15
O -0.75 -2.15 0.06
S 2.14 -0.41 -0.58
S 0.06 1.58 0.29
Cl -2.62 0.10 -0.08
H 2.70 0.80 -0.03
H -1.56 1.27 0.37

Calculated values
- HOMO-LUMO gap: 7.425 eV
- E_LUMO: -1.8333 eV



Entry x
Molecular formula: CH2ClNOS2
Method: DFT, wB97M-V/def2-TZVPD

Cartesian coordinates (Å):
C 1.72 0.42 -1.41
N 0.84 1.12 -0.59
O 1.79 0.55 -2.60
S -1.24 -0.31 0.78
S 0.50 0.79 1.00
Cl -0.12 2.31 -1.49
H 2.34 -0.24 -0.84
H -2.24 0.58 0.24

Calculated values
- Structure (SMILES): O=CN(Cl)SS
- HOMO-LUMO gap: 9.531 eV
- E_LUMO: -0.2670 eV



Stability, highest: entry x



Entry w
Molecular formula: C9H16N2O2
Method: DFT, wB97M-V/def2-TZVPD

Cartesian coordinates (Å):
C -0.42 1.90 -0.91
C -0.60 -0.43 -1.87
C 0.62 -1.18 -1.31
C 1.44 -1.64 0.82
C 2.05 -0.32 1.11
C -1.05 0.67 -0.94
C -2.15 1.57 1.00
C -2.55 -0.69 0.52
C 3.21 1.46 0.39
N 0.13 2.86 -1.17
N -1.79 0.47 0.19
O 0.39 -1.75 0.00
O 2.97 0.11 0.25
H -0.25 -0.06 -2.80
H -1.35 -1.25 -2.04
H 0.97 -1.93 -2.02
H 1.45 -0.48 -1.21
H 2.24 -2.25 0.57
H 1.16 -2.00 1.78
H 2.34 -0.15 2.18
H -2.86 1.17 1.73
H -1.41 1.93 1.61
H -2.44 2.49 0.39
H -2.59 -0.94 1.59
H -3.62 -0.56 0.15
H -2.05 -1.49 0.04
H 3.93 1.91 -0.27
H 3.50 1.64 1.55
H 2.28 1.90 0.13

Calculated values
- HOMO-LUMO gap (spin up / spin down): 6.954 / 8.033 eV
- E_LUMO (spin up / spin down): 0.3533 / 0.3306 eV



Entry x
Molecular formula: C9H16N2O2
Method: DFT, wB97M-V/def2-TZVPD

Cartesian coordinates (Å):
C -2.13 0.44 -0.53
C -1.72 -0.59 -1.49
C -1.20 -1.78 -0.97
C -0.99 -0.78 1.27
C 2.76 -1.73 -0.87
C 2.81 -0.47 -0.02
C 2.05 0.65 -0.44
C 1.64 1.67 0.52
C 0.85 2.96 -0.09
H -1.85 0.89 1.46
H -2.03 -0.28 -2.48
H -1.23 -2.56 -1.60
H -0.82 -3.13 0.69
H 1.58 -1.84 -0.99
H 3.27 -1.65 -1.99
H 2.90 -2.66 -0.18
H 3.89 -0.06 0.21
H 2.26 -0.70 0.89
H 2.82 1.01 -1.17
H 1.18 0.21 -0.81
H 2.46 2.40 0.79
H 1.04 1.34 1.36
H -0.01 2.67 -0.83
H 0.08 3.56 0.82
H 1.64 3.78 -0.55
N -1.46 0.41 0.69
N -0.56 -1.79 0.26
O -2.76 1.45 -0.86
O -0.66 -0.89 2.53

Calculated values
- HOMO-LUMO gap: 9.036 eV
- E_LUMO: -0.6904 eV



Entry y
Molecular formula: C9H16N2O2
Method: DFT, wB97M-V/def2-TZVPD

Cartesian coordinates (Å):
C -3.06 0.95 -0.22
C -3.33 -0.20 -1.04
C -2.96 -1.48 -0.72
C -1.87 -0.49 1.36
C 1.89 -2.17 -0.69
C 1.94 -1.08 0.41
C 1.71 0.13 -0.50
C 1.85 1.39 0.50
C 1.64 2.78 0.04
H -2.06 1.53 1.71
H -4.05 -0.06 -1.93
H -3.28 -2.31 -1.44
H -1.51 -2.39 0.75
H 0.85 -1.99 -1.16
H 2.64 -2.01 -1.47
H 2.01 -3.07 -0.28
H 3.09 -1.02 0.55
H 1.45 -1.36 1.32
H 2.66 0.19 -1.16
H 0.85 0.21 -1.17
H 3.02 1.27 0.95
H 1.03 1.20 1.25
H 0.67 3.03 -0.28
H 1.91 3.46 0.85
H 2.24 2.89 -0.93
N -2.39 0.78 1.01
N -2.01 -1.51 0.33
O -3.39 2.09 -0.54
O -1.56 -0.76 2.50

Calculated values
- Structure (SMILES): O=c1cc[nH]c(=O)[nH]1.CCCCC
- HOMO-LUMO gap: 9.687 eV
- E_LUMO: 0.2816 eV



Stability, highest: entry y



Entry w
Molecular formula: C5H14NO
Method: DFT, wB97M-V/def2-TZVPD

Cartesian coordinates (Å):
C 1.76 2.11 -1.18
C 2.09 0.69 -1.49
C 1.76 -0.31 -0.35
C 0.28 -0.09 0.20
C -0.54 -1.14 0.11
N -2.05 -0.89 0.10
H 0.74 2.31 -1.06
H 1.81 2.79 -2.09
H 2.36 2.52 -0.37
H 3.10 0.57 -1.77
H 1.32 0.46 -2.28
H 2.55 -0.17 0.41
H 1.66 -1.26 -0.72
H 0.03 0.77 0.90
H -0.45 -2.09 0.46
H -2.18 0.08 0.14
H -2.47 -1.22 0.99
H -2.61 -1.28 -0.67
H -3.83 -1.45 2.81
H -2.47 -0.88 3.28
O -2.88 -1.51 2.59

Calculated values
- HOMO-LUMO gap (spin up / spin down): 4.134 / 7.001 eV
- E_LUMO (spin up / spin down): 0.0597 / 0.0119 eV
- Multiplicity: 2



Entry x
Molecular formula: C5H14NO
Method: DFT, wB97M-V/def2-TZVPD

Cartesian coordinates (Å):
C 0.22 1.10 0.60
C -1.37 1.10 0.82
C -1.93 -0.34 0.61
C -1.03 -0.51 -1.85
C -1.67 -1.03 -0.74
N 0.87 -0.37 0.60
H 0.67 1.56 -0.30
H 0.76 1.42 1.60
H -1.88 1.81 0.24
H -1.66 1.52 1.81
H -1.78 -0.97 1.52
H -3.07 -0.23 0.63
H -0.12 0.13 -1.70
H -1.35 -0.85 -2.86
H -1.91 -2.10 -0.69
H 0.83 -0.69 1.58
H 1.88 -0.13 0.21
H 0.41 -1.08 0.06
H 4.08 -0.23 -1.56
H 4.30 0.18 0.04
O 3.75 -0.28 -0.62

Calculated values
- HOMO-LUMO gap (spin up / spin down): 3.095 / 6.413 eV
- E_LUMO (spin up / spin down): 0.1084 / -0.0506 eV
- Multiplicity: 2



Stability, highest: entry w



Entry w
Molecular formula: C4H10O2
Method: DFT, wB97M-V/def2-TZVPD

Cartesian coordinates (Å):
C 2.59 -0.11 1.67
C 1.55 0.50 0.72
C 0.92 -0.29 -0.18
O 1.52 -1.52 -0.55
C -0.25 0.33 -1.00
H 2.53 0.53 2.59
H 3.59 0.18 1.44
H 2.67 -1.29 1.61
H 1.12 1.37 1.00
H 1.23 -1.88 -1.36
H 0.26 1.24 -1.29
H -1.27 0.40 -0.41
H -0.62 0.04 -1.95
H -5.68 -0.51 -0.73
H -4.60 0.54 -0.75
O -5.56 0.46 -0.81

Calculated values
- Net charge: +1
- HOMO-LUMO gap (spin up / spin down): 9.422 / 5.544 eV
- E_LUMO (spin up / spin down): -4.4255 / -8.3042 eV
- Multiplicity: 2



Entry x
Molecular formula: C4H10O2
Method: DFT, wB97M-V/def2-TZVPD

Cartesian coordinates (Å):
C 1.69 -0.16 -0.99
O 2.50 -1.13 -1.00
C 0.60 -0.39 0.09
C -0.49 0.70 0.19
C -1.31 0.42 1.48
O -2.18 -0.68 1.27
H 0.98 -0.32 -2.12
H 2.10 0.85 -1.15
H 0.63 -0.11 -2.79
H 0.22 -1.37 -0.17
H 1.20 -0.40 1.00
H -0.20 1.75 0.12
H -1.17 0.74 -0.66
H -0.68 0.27 2.34
H -2.01 1.26 1.58
H -1.90 -1.45 0.80

Calculated values
- Net charge: +1
- HOMO-LUMO gap (spin up / spin down): 7.563 / 5.258 eV
- E_LUMO (spin up / spin down): -6.7818 / -9.0738 eV
- Multiplicity: 2



Stability, highest: entry w



Entry w
Molecular formula: C3H7FN2O
Method: DFT, wB97M-V/def2-TZVPD

Cartesian coordinates (Å):
C -0.73 2.02 -0.01
C -0.12 -0.18 -0.06
C -0.89 -1.56 0.02
H -0.27 2.31 0.84
H -1.64 2.72 -0.04
H -0.22 2.36 -0.96
H -0.38 -2.31 -0.79
H -0.52 -1.95 1.14
H 2.45 -1.06 1.35
H 2.82 -0.86 -1.00
N 1.10 0.27 -0.33
N 1.90 -1.03 -0.02
O -1.19 0.73 0.04
F -2.31 -1.48 -0.19

Calculated values
- HOMO-LUMO gap: 9.073 eV
- E_LUMO: -0.1717 eV



Entry x
Molecular formula: C3H7FN2O
Method: DFT, wB97M-V/def2-TZVPD

Cartesian coordinates (Å):
C 0.36 -0.20 -0.19
C -0.19 1.20 0.30
C 1.78 -0.33 -0.56
H -1.73 -0.58 1.07
H -2.04 -2.05 0.35
H -0.33 1.13 1.40
H 0.67 1.86 0.20
H -1.88 0.83 -0.52
H 2.11 0.14 -1.49
H 2.00 -1.41 -0.62
N -1.65 -1.13 0.20
N -0.34 -1.25 -0.19
O -1.29 1.60 -0.41
F 2.53 0.18 0.46

Calculated values
- Structure (SMILES): N/N=C(\CO)CF
- HOMO-LUMO gap: 10.423 eV
- E_LUMO: 0.8825 eV



Stability, highest: entry x



Entry w
Molecular formula: C5H3N3
Method: DFT, wB97M-V/def2-TZVPD

Cartesian coordinates (Å):
C 0.82 0.35 -1.25
C 0.75 -1.38 0.36
C 0.77 0.90 1.04
C -1.30 0.02 -0.07
C 0.22 -0.07 0.04
N 1.21 0.76 -2.24
N 1.33 -2.35 0.50
N 1.28 1.62 1.71
H -1.53 0.79 -0.83
H -1.76 0.32 0.85
H -1.78 -0.96 -0.12

Calculated values
- Structure (SMILES): CC(C#N)(C#N)C#N
- HOMO-LUMO gap: 13.232 eV
- E_LUMO: 0.1595 eV



Entry x
Molecular formula: C5H3N3
Method: DFT, wB97M-V/def2-TZVPD

Cartesian coordinates (Å):
C 2.65 0.03 -0.32
C 1.16 0.09 -0.37
C -0.77 -1.13 -0.11
C -1.56 -0.10 0.13
C -0.86 1.20 0.10
H -1.43 -2.10 0.33
H -2.58 -0.09 0.32
H -1.48 2.01 0.11
N 3.76 -0.01 0.39
N 0.62 -1.16 -0.26
N 0.50 1.27 -0.32

Calculated values
- Structure (SMILES): N#Cc1ncccn1
- HOMO-LUMO gap: 9.596 eV
- E_LUMO: -0.8017 eV



Entry y
Molecular formula: C5H3N3
Method: DFT, wB97M-V/def2-TZVPD

Cartesian coordinates (Å):
C -1.72 -0.37 0.46
C -0.30 0.91 -0.27
C 1.82 0.14 -0.37
C 0.46 -0.28 0.01
C -0.42 -1.17 0.50
H -2.71 -0.73 0.69
H 2.83 -0.23 -0.05
H -0.37 -2.13 0.84
N -1.65 0.81 0.05
N 0.34 1.74 -0.98
N 1.73 1.32 -0.87

Calculated values
- HOMO-LUMO gap: 8.158 eV
- E_LUMO: -1.8440 eV



Entry z
Molecular formula: C5H3N3
Method: DFT, wB97M-V/def2-TZVPD

Cartesian coordinates (Å):
C -0.43 3.29 -0.98
C -0.76 2.55 -0.07
C -1.03 0.46 1.00
C -0.56 -0.40 0.08
C 1.92 -4.10 -0.20
N 3.04 -4.02 -0.45
N -1.13 1.79 1.00
N -0.11 -1.37 -0.40
H -0.19 3.84 -1.76
H -1.69 2.24 1.68
H 0.95 -4.29 0.09

Calculated values
- HOMO-LUMO gap: 8.004 eV
- E_LUMO: -1.2745 eV



Stability, highest: entry w



Entry w
Molecular formula: C2H6N2O3
Method: DFT, wB97M-V/def2-TZVPD

Cartesian coordinates (Å):
C -1.37 -0.87 -0.51
C -1.02 1.29 0.57
N -0.74 0.13 0.33
N 2.37 -0.07 0.00
O 1.60 -0.94 0.61
O 3.50 -0.38 -0.23
O 1.92 1.04 -0.18
H -2.30 -0.56 -1.04
H -0.78 -1.12 -1.36
H -1.57 -1.80 -0.13
H -0.25 1.92 0.94
H -2.04 1.71 0.43
H 0.68 -0.34 0.59

Calculated values
- Structure (SMILES): O=[N+]([O-])O.C=NC
- HOMO-LUMO gap: 10.964 eV
- E_LUMO: 0.5673 eV



Entry x
Molecular formula: C2H6N2O3
Method: DFT, wB97M-V/def2-TZVPD

Cartesian coordinates (Å):
C -0.97 -0.23 0.16
C 1.29 0.28 -0.37
N 0.41 -0.53 0.57
N 2.65 -0.21 -0.06
O 2.89 -1.37 -0.34
O 3.42 0.55 0.51
O 1.24 1.66 -0.31
H -1.01 0.84 0.46
H -1.22 -0.51 -0.85
H -1.71 -0.94 0.79
H 1.11 0.08 -1.37
H 0.79 -1.46 0.44
H 1.88 1.87 0.38

Calculated values
- Structure (SMILES): CN[C@@H](O)[N+](=O)[O-]
- HOMO-LUMO gap: 9.975 eV
- E_LUMO: -0.1980 eV



Stability, highest: entry x



Entry w
Molecular formula: C15H17NO4
Method: DFT, wB97M-V/def2-TZVPD

Cartesian coordinates (Å):
C -4.31 -2.16 -0.40
C -4.15 -0.72 -0.18
N -5.11 0.00 0.41
O -4.85 1.18 0.53
C -3.67 1.22 -0.14
C -3.31 0.11 -0.44
C -2.05 -0.25 -0.98
H -2.12 -0.81 -2.10
H -1.53 0.82 -1.61
O -1.02 -0.84 -0.26
C -0.35 0.17 0.54
O -0.43 1.27 0.43
C 0.64 -1.05 1.28
H 1.29 -0.10 1.98
H 0.00 -1.45 1.97
C 1.37 -1.87 0.66
O 2.15 -1.36 -0.46
C 3.17 -0.47 -0.17
C 3.96 -0.22 0.91
C 4.95 0.53 1.22
C 5.40 1.21 -0.06
C 4.69 1.21 -1.04
C 3.69 0.43 -1.28
H 3.12 0.28 -2.10
H 5.16 1.85 -2.29
H 6.40 1.87 0.13
H 5.48 0.37 2.06
H 3.56 -0.72 1.81
H 0.69 -2.58 0.15
H 2.17 -2.45 1.24
C -3.07 2.86 -0.01
H -3.19 3.18 -1.08
H -3.58 3.41 0.77
H -2.06 2.54 0.29
H -3.52 -2.73 -0.08
H -4.34 -2.11 -1.52
H -5.23 -2.59 -0.22

Calculated values
- HOMO-LUMO gap: 9.007 eV
- E_LUMO: 0.6052 eV



Entry x
Molecular formula: C15H17NO4
Method: DFT, wB97M-V/def2-TZVPD

Cartesian coordinates (Å):
C -0.51 -3.15 -1.73
C -1.46 -1.98 -1.50
C -2.21 -2.09 -0.17
C -1.25 -2.23 0.99
O -1.14 -3.25 1.63
N -0.43 -1.16 1.26
C -0.42 0.10 0.71
C 0.71 0.74 0.24
C 2.08 0.23 0.25
O 2.36 -0.84 0.76
O 2.95 1.04 -0.34
C 4.31 0.63 -0.35
C 5.01 1.00 0.96
H 4.92 2.06 1.14
H 4.56 0.45 1.78
H 6.06 0.74 0.89
H 4.76 1.15 -1.19
H 4.36 -0.45 -0.51
O 0.43 1.99 -0.22
C -0.89 2.17 -0.04
C -1.63 3.31 -0.34
C -2.96 3.31 0.00
C -3.55 2.22 0.64
C -2.83 1.08 0.93
C -1.49 1.04 0.56
H -3.29 0.26 1.45
H -4.60 2.27 0.91
H -3.57 4.18 -0.22
H -1.15 4.16 -0.80
H 0.44 -1.42 1.73
H -2.85 -1.22 -0.05
H -2.83 -2.99 -0.18
H -0.90 -1.05 -1.54
H -2.20 -1.95 -2.31
H 0.28 -3.16 -0.98
H -0.05 -3.08 -2.71
H -1.05 -4.10 -1.67

Calculated values
- Structure (SMILES): CCCC(=O)Nc1c(C(=O)OCC)oc2ccccc12
- HOMO-LUMO gap: 8.515 eV
- E_LUMO: -0.0876 eV



Stability, highest: entry x



Entry w
Molecular formula: C2H11N4
Method: DFT, wB97M-V/def2-TZVPD

Cartesian coordinates (Å):
C 1.03 2.41 -1.16
N -0.18 1.54 -1.05
H 1.89 1.78 -1.36
H 0.90 3.12 -1.97
H 1.18 2.93 -0.22
H 0.02 0.72 -0.34
H -0.41 1.12 -1.94
H -0.98 2.07 -0.72
N 0.15 -2.73 1.22
C -0.28 -1.51 0.80
N -1.62 -1.45 0.49
N 0.48 -0.50 0.57
H 1.09 -2.77 1.60
H -0.49 -3.34 1.68
H -2.20 -2.16 0.92
H -2.03 -0.54 0.64
H 1.44 -0.70 0.83

Calculated values
- Net charge: +1
- HOMO-LUMO gap: 10.558 eV
- E_LUMO: -2.9483 eV



Entry x
Molecular formula: C2H11N4
Method: DFT, wB97M-V/def2-TZVPD

Cartesian coordinates (Å):
C 1.55 -1.35 0.04
C 0.37 -0.59 -0.07
N 3.52 0.67 0.06
N -1.48 0.95 0.14
N -0.53 0.11 -0.02
N -3.76 -0.23 -0.02
H 2.43 -0.61 -0.21
H 1.46 -2.23 -0.40
H 1.72 -1.60 1.09
H 4.15 0.55 -0.72
H 4.16 1.15 0.66
H -1.42 1.81 -0.40
H 3.00 1.44 -0.34
H -2.50 0.69 0.05
H -4.15 -0.73 0.80
H -4.28 0.63 0.15
H -4.22 -0.68 -0.79

Calculated values
- Net charge: +1
- HOMO-LUMO gap: 11.239 eV
- E_LUMO: -2.7214 eV



Stability, highest: entry w



Entry w
Molecular formula: C4H10N2
Method: DFT, wB97M-V/def2-TZVPD

Cartesian coordinates (Å):
C 0.82 1.63 -0.90
C -0.58 1.11 -0.57
C -0.61 -0.17 0.23
C -0.17 -1.31 -0.32
N 0.17 -2.47 0.38
N -0.58 -0.03 1.66
H 1.27 2.14 -0.04
H 0.84 2.35 -1.72
H 1.50 0.80 -1.04
H -1.09 0.89 -1.52
H -1.14 1.86 -0.01
H 0.14 -1.29 -1.35
H -0.20 -2.54 1.32
H -0.07 -3.30 -0.16
H -0.49 0.92 2.00
H 0.19 -0.59 2.04

Calculated values
- Net charge: -1
- HOMO-LUMO gap (spin up / spin down): 2.858 / 7.663 eV
- E_LUMO (spin up / spin down): 4.3280 / 4.3159 eV
- Multiplicity: 2



Entry x
Molecular formula: C4H10N2
Method: DFT, wB97M-V/def2-TZVPD

Cartesian coordinates (Å):
C 1.00 1.21 -0.21
C 0.36 0.08 -1.05
C -0.79 -0.56 -0.29
C -0.61 -1.75 0.42
N -1.95 0.23 -0.03
N 1.65 0.75 1.04
H 0.29 1.96 0.13
H 1.77 1.67 -0.84
H 0.02 0.53 -1.99
H 1.06 -0.75 -1.19
H -1.14 -1.86 1.37
H 0.13 -2.49 0.16
H -2.25 0.85 -0.75
H -2.51 -0.20 0.69
H 2.09 -0.15 0.88
H 0.88 0.49 1.65

Calculated values
- Net charge: -1
- HOMO-LUMO gap (spin up / spin down): 3.186 / 6.758 eV
- E_LUMO (spin up / spin down): 4.7292 / 4.4439 eV
- Multiplicity: 2



Entry y
Molecular formula: C4H10N2
Method: DFT, wB97M-V/def2-TZVPD

Cartesian coordinates (Å):
C -4.05 0.84 -0.26
C -2.77 0.19 -0.76
C -2.08 -0.75 -0.02
H -4.86 1.00 -0.98
H -3.78 1.83 0.16
H -4.43 0.30 0.61
H -2.44 0.74 -1.65
H -1.00 -0.57 0.22
H -2.70 -1.38 0.60
N 4.66 -0.31 1.17
C 3.65 -0.21 0.25
N 3.54 -1.04 -0.71
H 5.27 -1.09 1.03
H 5.19 0.53 1.38
H 2.99 0.65 0.32
H 2.82 -0.72 -1.35

Calculated values
- Net charge: -1
- HOMO-LUMO gap (spin up / spin down): 2.413 / 7.747 eV
- E_LUMO (spin up / spin down): 3.5900 / 3.7177 eV
- Multiplicity: 2



Stability, highest: entry w